C22H28F2N4O2 | ωB97M-V/def2-TZVPD

The geometry in XYZ format:
```
58
C22H28F2N4O2, DFT ωB97M-V/def2-TZVPD
O -0.1923 1.7807 1.4123
C 0.9283 2.0437 1.7855
N 1.5707 1.3602 2.7780
C 1.0370 0.3665 3.6057
C 1.1520 0.2753 4.9813
C 0.5009 -0.9183 5.3012
N 0.0374 -1.5071 4.2170
N 0.3626 -0.7300 3.1879
C 0.0645 -1.1372 1.8322
C -0.8899 -2.3250 1.8303
C -1.1578 -2.7568 0.3917
N 0.0904 -3.1297 -0.2465
C -0.0785 -3.8301 -1.5107
C -0.7347 -3.0125 -2.5983
C 0.0251 -2.2063 -3.4401
C -0.5771 -1.4096 -4.3927
C -1.9601 -1.4092 -4.5165
O -2.4637 -0.5645 -5.5181
C -3.7707 -0.5043 -5.7655
F -4.3096 -1.7005 -6.1206
F -4.5070 -0.0938 -4.7000
C -2.7362 -2.2063 -3.6942
C -2.1147 -2.9988 -2.7425
C 0.9926 -1.9989 -0.3161
C 1.3451 -1.5396 1.0960
C 1.7915 3.1545 1.2006
C 2.0654 4.2483 2.2584
C 1.9447 5.5636 1.4921
C 0.8038 5.2845 0.5199
C 1.0960 3.8667 0.0268
H 2.4304 1.7607 3.1255
H 1.6275 0.9713 5.6416
H 0.3518 -1.3624 6.2648
H -0.4017 -0.2894 1.3166
H -0.4368 -3.1471 2.3830
H -1.8238 -2.0553 2.3220
H -1.6665 -1.9382 -0.1474
H -1.8152 -3.6290 0.3927
H -0.6772 -4.7220 -1.3067
H 0.9147 -4.1510 -1.8379
H 1.1019 -2.2087 -3.3567
H 0.0038 -0.7838 -5.0508
H -3.9424 0.2050 -6.5907
H -3.8110 -2.2283 -3.7749
H -2.7253 -3.6237 -2.1079
H 0.5539 -1.1499 -0.8709
H 1.9022 -2.3148 -0.8334
H 2.0402 -0.6995 1.0442
H 1.8227 -2.3599 1.6346
H 2.7318 2.7021 0.8710
H 1.2985 4.2109 3.0353
H 3.0409 4.1355 2.7323
H 2.8654 5.7611 0.9402
H 1.7465 6.4088 2.1494
H -0.1467 5.3050 1.0541
H 0.7581 6.0046 -0.2951
H 1.7558 3.8951 -0.8403
H 0.1848 3.3375 -0.2495
```

Results
max |F|	0.0296	Eh/bohr
SMILES	O=C(Nc1ccnn1C1CCN(Cc2ccc(OC(F)F)cc2)CC1)C1CCCC1
net charge	0
LUMO energy	0.6	eV
ΔE to the lowest compared entry with this formula, charge and spin	93.0	kJ/mol

Atom-resolved charges from natural (NBO), all expressed in e: atom 1 (O): -0.610, atom 2 (C): 0.707, atom 3 (N): -0.627, atom 4 (C): 0.296, atom 5 (C): -0.361, atom 6 (C): -0.049, atom 7 (N): -0.269, atom 8 (N): -0.149, atom 9 (C): -0.071, atom 10 (C): -0.394, atom 11 (C): -0.225, atom 12 (N): -0.437, atom 13 (C): -0.225, atom 14 (C): -0.059, atom 15 (C): -0.187, atom 16 (C): -0.245, atom 17 (C): 0.257, atom 18 (O): -0.495, atom 19 (C): 0.793, atom 20 (F): -0.348, atom 21 (F): -0.348, atom 22 (C): -0.224, atom 23 (C): -0.198, atom 24 (C): -0.225, atom 25 (C): -0.398, atom 26 (C): -0.327, atom 27 (C): -0.400, atom 28 (C): -0.397, atom 29 (C): -0.401, atom 30 (C): -0.408, atom 31 (H): 0.408, atom 32 (H): 0.221, atom 33 (H): 0.207, atom 34 (H): 0.247, atom 35 (H): 0.225, atom 36 (H): 0.223, atom 37 (H): 0.170, atom 38 (H): 0.202, atom 39 (H): 0.203, atom 40 (H): 0.201, atom 41 (H): 0.212, atom 42 (H): 0.226, atom 43 (H): 0.133, atom 44 (H): 0.229, atom 45 (H): 0.213, atom 46 (H): 0.171, atom 47 (H): 0.200, atom 48 (H): 0.206, atom 49 (H): 0.213, atom 50 (H): 0.223, atom 51 (H): 0.208, atom 52 (H): 0.209, atom 53 (H): 0.196, atom 54 (H): 0.214, atom 55 (H): 0.202, atom 56 (H): 0.213, atom 57 (H): 0.204, atom 58 (H): 0.245


C2H7S | ωB97M-V/def2-TZVPD

The geometry in XYZ format:
```
10
C2H7S, DFT ωB97M-V/def2-TZVPD
C -2.0364 -0.0383 -0.6448
H -2.9580 0.5844 -0.8987
H -2.2935 -1.1430 -0.4993
H -1.3273 0.0963 -1.4908
H -1.6242 0.3082 0.3077
C 2.1344 -0.0987 0.6716
S 1.0421 1.1525 -0.0616
H 2.9802 -0.4857 0.0139
H 1.4924 -0.8511 1.0766
H 2.5902 0.4753 1.5254
```

Results
max |F|	0.0405	Eh/bohr
net charge	-1
LUMO energy	4.4	eV
ΔE to the lowest compared entry with this formula, charge and spin	80.3	kJ/mol

Atom-resolved charges from natural (NBO), all expressed in e: atom 1 (C): -0.858, atom 2 (H): 0.175, atom 3 (H): 0.179, atom 4 (H): 0.241, atom 5 (H): 0.248, atom 6 (C): -0.754, atom 7 (S): -0.747, atom 8 (H): 0.164, atom 9 (H): 0.174, atom 10 (H): 0.177


C5H12NO | ωB97M-V/def2-TZVPD

The geometry in XYZ format:
```
19
C5H12NO, DFT ωB97M-V/def2-TZVPD
C -1.4779 -1.2878 0.0577
C -0.2913 -0.4942 -0.5029
C -0.6672 0.7170 -1.3526
C 0.8412 -0.2686 0.5031
N 0.3437 0.7631 1.5454
C 2.0779 0.3321 -0.1620
O 2.9429 -0.3720 -0.5883
H -2.0657 -1.6540 -0.7832
H -2.1509 -0.6271 0.5897
H -1.1167 -2.1572 0.5884
H 0.2131 -1.1805 -1.1870
H 0.1819 1.1271 -1.8974
H -1.0727 1.5543 -0.7696
H -1.4464 0.4199 -2.0479
H 1.0842 -1.1827 1.0402
H 1.0826 1.0801 2.1742
H -0.1565 1.5297 1.0927
H -0.3792 0.2862 2.0932
H 2.0570 1.4146 -0.3939
```

Results
max |F|	0.0269	Eh/bohr
SMILES	CC(C)[C@H]([NH3+])C=O
net charge	+1
LUMO energy	-4.0	eV
ΔE to the lowest compared entry with this formula, charge and spin	74.0	kJ/mol

Atom-resolved charges from natural (NBO), all expressed in e: atom 1 (C): -0.625, atom 2 (C): -0.242, atom 3 (C): -0.625, atom 4 (C): -0.127, atom 5 (N): -0.693, atom 6 (C): 0.387, atom 7 (O): -0.418, atom 8 (H): 0.253, atom 9 (H): 0.204, atom 10 (H): 0.230, atom 11 (H): 0.247, atom 12 (H): 0.232, atom 13 (H): 0.186, atom 14 (H): 0.257, atom 15 (H): 0.254, atom 16 (H): 0.450, atom 17 (H): 0.446, atom 18 (H): 0.450, atom 19 (H): 0.133


C4H7N2S | ωB97M-V/def2-TZVPD

The geometry in XYZ format:
```
14
C4H7N2S, DFT ωB97M-V/def2-TZVPD
C 0.0173 -1.2561 0.8572
C 2.4654 0.3395 -0.0589
C -2.0111 -1.2297 -0.6265
C 0.5100 1.8215 0.1750
N -0.9337 -1.2803 0.2104
N 1.3070 0.6403 0.1296
S 3.8452 -0.3286 -0.2580
H 0.7863 -1.4196 1.5681
H -1.6938 -1.5043 -1.6370
H -2.7724 -1.9325 -0.2760
H -2.4228 -0.2165 -0.6565
H 0.5550 2.3449 -0.7795
H 0.8665 2.4886 0.9632
H -0.5189 1.5327 0.3888
```

Results
max |F|	0.0790	Eh/bohr
net charge	+1
LUMO energy	-4.2	eV
ΔE to the lowest compared entry with this formula, charge and spin	258.2	kJ/mol

Atom-resolved charges from natural (NBO), all expressed in e: atom 1 (C): 0.476, atom 2 (C): 0.212, atom 3 (C): -0.471, atom 4 (C): -0.415, atom 5 (N): -0.193, atom 6 (N): -0.547, atom 7 (S): 0.164, atom 8 (H): 0.298, atom 9 (H): 0.277, atom 10 (H): 0.273, atom 11 (H): 0.270, atom 12 (H): 0.230, atom 13 (H): 0.232, atom 14 (H): 0.194


C20H41ErN2OP3 | ωB97M-V/def2-TZVPD

The geometry in XYZ format:
```
68
C20H41ErN2OP3, DFT ωB97M-V/def2-TZVPD
Er 1.0218 -0.1938 0.9506
P 0.3213 -2.2467 2.6459
P 0.5931 -1.5427 -1.3722
P -1.7074 0.2076 0.9732
H 2.0857 2.4521 1.0991
C 1.1581 2.1923 1.6384
C 1.1222 1.4499 2.8055
H 2.0211 1.0654 3.3153
C 1.6179 -3.1983 3.5524
C -0.5764 -3.7455 2.0850
C -0.7437 -1.9750 4.1072
C 0.8172 -0.3779 -2.7512
C 1.8497 -2.7726 -1.8784
C -0.8997 -2.4034 -1.9651
C -2.4220 1.2887 2.2680
C -3.0121 -1.0699 0.9771
C -2.2154 1.1330 -0.5045
H 0.3103 2.8014 1.3108
H 0.2401 1.4199 3.4498
H 2.3072 -2.5161 4.0731
H 2.1903 -3.8514 2.8732
H 1.0690 -3.8175 4.2900
H -0.0021 -4.2807 1.3181
H -1.5694 -3.4921 1.6956
H -0.6777 -4.3800 2.9813
H -0.3070 -1.2163 4.7646
H -0.7760 -2.9438 4.6290
H -1.7572 -1.6761 3.8214
H 0.7905 -0.9417 -3.6893
H 1.7923 0.1170 -2.6819
H 0.0395 0.3901 -2.7907
H 1.6549 -3.0543 -2.9208
H 1.8029 -3.6776 -1.2578
H 2.8618 -2.3515 -1.8152
H -0.6884 -2.8217 -2.9552
H -1.7528 -1.7221 -2.0564
H -1.1679 -3.2309 -1.2985
H -3.4430 1.5310 1.9366
H -1.8442 2.2155 2.3743
H -2.4703 0.7761 3.2401
H -3.9575 -0.5331 0.8044
H -3.0714 -1.5931 1.9409
H -2.8546 -1.7930 0.1670
H -3.2495 1.4554 -0.3343
H -2.1815 0.5215 -1.4108
H -1.5922 2.0191 -0.6595
C -1.7814 3.1895 -4.2171
C -1.6046 4.0577 -5.3259
C -1.5773 5.4364 -5.0573
C -1.8347 5.9398 -3.7768
C -2.2607 5.0581 -2.7809
C -2.3696 3.6898 -3.0467
O -1.1885 1.9270 -4.0418
H -0.9281 1.5066 -4.8943
H -1.4810 3.7034 -6.3514
H -1.3357 6.1524 -5.8451
H -1.7063 6.9998 -3.5466
H -2.4868 5.4127 -1.7792
H -2.7781 2.9998 -2.3087
N 4.1158 0.0774 1.6398
C 5.3019 -0.5352 1.7539
C 5.1171 -1.8649 1.3962
C 3.7711 -2.0213 1.0868
N 3.1478 -0.8067 1.2409
H 3.9067 1.0382 1.8924
H 6.1809 -0.0240 2.0527
H 5.8535 -2.6376 1.3701
H 3.2099 -2.9160 0.7929
```

Results
max |F|	0.0587	Eh/bohr
spin multiplicity	4
net charge	+3
LUMO energy (alpha / beta)	-11.4 / -11.3	eV
ΔE to the lowest compared entry with this formula, charge and spin	218.2	kJ/mol

Atom-resolved charges from natural (NBO), all expressed in e: atom 1 (Er): 1.804, atom 2 (P): 0.675, atom 3 (P): 0.681, atom 4 (P): 0.671, atom 5 (H): 0.262, atom 6 (C): -0.490, atom 7 (C): -0.434, atom 8 (H): 0.260, atom 9 (C): -0.896, atom 10 (C): -0.893, atom 11 (C): -0.896, atom 12 (C): -0.937, atom 13 (C): -0.910, atom 14 (C): -0.909, atom 15 (C): -0.915, atom 16 (C): -0.912, atom 17 (C): -0.939, atom 18 (H): 0.287, atom 19 (H): 0.282, atom 20 (H): 0.250, atom 21 (H): 0.250, atom 22 (H): 0.266, atom 23 (H): 0.248, atom 24 (H): 0.250, atom 25 (H): 0.269, atom 26 (H): 0.250, atom 27 (H): 0.269, atom 28 (H): 0.246, atom 29 (H): 0.274, atom 30 (H): 0.250, atom 31 (H): 0.283, atom 32 (H): 0.276, atom 33 (H): 0.250, atom 34 (H): 0.254, atom 35 (H): 0.276, atom 36 (H): 0.255, atom 37 (H): 0.256, atom 38 (H): 0.273, atom 39 (H): 0.238, atom 40 (H): 0.258, atom 41 (H): 0.271, atom 42 (H): 0.251, atom 43 (H): 0.252, atom 44 (H): 0.272, atom 45 (H): 0.263, atom 46 (H): 0.258, atom 47 (C): 0.321, atom 48 (C): -0.295, atom 49 (C): -0.168, atom 50 (C): -0.234, atom 51 (C): -0.196, atom 52 (C): -0.298, atom 53 (O): -0.733, atom 54 (H): 0.492, atom 55 (H): 0.240, atom 56 (H): 0.241, atom 57 (H): 0.237, atom 58 (H): 0.215, atom 59 (H): 0.192, atom 60 (N): -0.316, atom 61 (C): 0.076, atom 62 (C): -0.287, atom 63 (C): 0.033, atom 64 (N): -0.561, atom 65 (H): 0.430, atom 66 (H): 0.276, atom 67 (H): 0.287, atom 68 (H): 0.251


C16H21ClN4O4S | ωB97M-V/def2-TZVPD

The geometry in XYZ format:
```
47
C16H21ClN4O4S, DFT ωB97M-V/def2-TZVPD
C -2.5714 3.1505 0.7188
H -3.3821 2.3028 0.5184
H -2.6696 3.7694 -0.1919
H -2.6809 3.6496 1.5878
O -1.4571 2.6107 0.3484
C -0.2170 3.3210 0.6174
C -0.1327 4.7339 0.9481
C 1.2353 5.2260 0.7042
C 2.3998 4.4865 0.5771
C 2.1949 3.0649 0.4329
C 1.2080 2.4442 0.4220
S 0.9153 0.7914 0.0342
O 0.1447 0.2126 1.2108
O 0.0418 0.4888 -1.0305
N 2.3309 0.2306 -0.2912
C 2.7754 0.3569 -1.4045
H 2.0857 1.1590 -1.9665
H 3.8165 0.5441 -1.4678
H 2.6281 -0.7609 -2.1736
C 2.8162 -0.9620 0.7023
C 2.2149 -2.2609 0.0851
O 2.8719 -3.3041 0.6565
N 1.1401 -2.3242 -0.4770
H 0.6436 -1.3732 -0.5237
C 0.4141 -3.5157 -0.9822
H 0.9089 -4.3635 -0.9859
H -0.5715 -3.2028 -1.6141
C -0.4547 -3.9229 0.4620
H 0.1020 -3.9190 1.4443
C -1.6200 -2.7259 0.9651
N -2.4712 -2.5495 -0.1571
C -3.6299 -3.2305 -0.4897
N -4.3237 -2.8962 -1.3557
C -3.8100 -1.6364 -1.8191
C -2.6496 -1.4207 -1.0230
H -1.7286 -0.8346 -1.0169
H -4.0850 -1.1657 -2.7984
H -3.8656 -4.1950 0.4701
H -0.9866 -1.7776 1.0981
H -1.9025 -2.9753 1.9415
H -1.2495 -4.7832 0.4399
H 2.5838 -0.7338 1.8774
H 3.8694 -0.9131 0.5804
H 3.0339 2.5771 0.3587
Cl 4.0047 5.2609 0.6774
H 1.1476 6.1663 0.9540
H -1.0683 5.1993 0.9360
```

Results
max |F|	0.3783	Eh/bohr
net charge	0
LUMO energy	-0.3	eV
ΔE to the lowest compared entry with this formula, charge and spin	1784.7	kJ/mol

Atom-resolved charges from natural (NBO), all expressed in e: atom 1 (C): -0.242, atom 2 (H): 0.206, atom 3 (H): 0.171, atom 4 (H): 0.177, atom 5 (O): -0.487, atom 6 (C): 0.403, atom 7 (C): -0.342, atom 8 (C): -0.151, atom 9 (C): -0.055, atom 10 (C): -0.213, atom 11 (C): -0.316, atom 12 (S): 2.316, atom 13 (O): -0.931, atom 14 (O): -0.943, atom 15 (N): -0.761, atom 16 (C): -0.359, atom 17 (H): 0.236, atom 18 (H): 0.200, atom 19 (H): 0.120, atom 20 (C): -0.252, atom 21 (C): 0.615, atom 22 (O): -0.710, atom 23 (N): -0.589, atom 24 (H): 0.438, atom 25 (C): -0.228, atom 26 (H): 0.239, atom 27 (H): 0.259, atom 28 (C): -0.412, atom 29 (H): 0.221, atom 30 (C): -0.234, atom 31 (N): -0.440, atom 32 (C): 0.312, atom 33 (N): -0.482, atom 34 (C): -0.142, atom 35 (C): -0.088, atom 36 (H): 0.237, atom 37 (H): 0.229, atom 38 (H): 0.120, atom 39 (H): 0.238, atom 40 (H): 0.218, atom 41 (H): 0.213, atom 42 (H): 0.286, atom 43 (H): 0.231, atom 44 (H): 0.227, atom 45 (Cl): 0.016, atom 46 (H): 0.211, atom 47 (H): 0.240